(1)
This record from the OMol25 dataset describes a structure of composition C27H25F41NO12S3 at a distorted geometry. The level of theory is the ωB97M-V functional and the def2-TZVPD basis.

Structure (XYZ):
```
109
Properties=species:S:1:pos:R:3:lowdin_charge:R:1
O 6.45140 -10.28355 -7.67879 -0.38
S 5.55231 -9.12221 -7.36311 0.59
O 5.29220 -8.36354 -8.61354 -0.35
C 6.43039 -8.14752 -6.07699 -0.22
C 6.79081 -6.69660 -6.54135 -0.27
O 7.80541 -6.78970 -7.56469 -0.09
N 4.17476 -9.78831 -6.61597 -0.31
S 2.77948 -8.91825 -6.94492 0.51
O 1.71175 -9.41409 -6.01590 -0.38
O 2.25020 -9.05101 -8.33341 -0.34
S 2.95616 -6.82725 -6.46913 0.67
O 3.56188 -6.55373 -5.14911 -0.34
O 3.58662 -6.04194 -7.55602 -0.33
F 1.37163 -6.27725 -6.36937 -0.25
H 5.85033 -8.19215 -5.12920 0.09
H 7.40668 -8.65702 -5.86925 0.11
H 5.93518 -6.14657 -6.98986 0.10
H 7.24262 -6.17673 -5.65668 0.12
H 7.63084 -6.09047 -8.20009 0.08
C -0.47089 -3.84060 -2.55195 -0.02
C -0.55764 -3.53240 -4.06786 -0.43
C 0.75563 -3.44250 -4.85767 -0.30
F 1.59011 -2.49648 -4.39797 0.10
F 0.50284 -3.12798 -6.15370 0.09
F -1.30654 -2.41724 -4.23575 0.12
F -1.26893 -4.55151 -4.62291 0.11
O -0.53682 -2.75621 -1.59828 0.03
C 0.60628 -2.01518 -1.26895 -0.52
C 0.53224 -0.55719 -1.74500 -0.30
F 0.28196 -0.45931 -3.05898 0.11
F 1.70630 0.08014 -1.52130 0.10
F 1.69883 -2.65992 -1.69833 0.15
F 0.68219 -2.01324 0.08206 0.13
H -1.37238 -4.41405 -2.33058 0.15
H 0.35392 -4.51629 -2.32394 0.15
H 1.27883 -4.40231 -4.84926 0.15
H -0.25714 -0.02079 -1.21683 0.15
C -1.56889 0.72790 3.16328 -0.03
C -1.48371 1.21751 1.69530 -0.43
C -0.09339 1.50490 1.11112 -0.31
F 0.58828 2.44351 1.77895 0.11
F -0.20952 1.95861 -0.16498 0.09
F -2.30116 2.28208 1.55007 0.13
F -2.01863 0.22261 0.92980 0.10
O -1.85862 1.67407 4.21363 0.03
C -0.83979 2.45174 4.78398 -0.52
C -0.98204 3.94848 4.47110 -0.29
F -1.06404 4.19136 3.15320 0.11
F 0.09380 4.63021 4.93371 0.09
F 0.35730 1.94826 4.44379 0.15
F -0.94293 2.28863 6.11863 0.14
H -2.43501 0.06461 3.18740 0.15
H -0.72244 0.09300 3.42744 0.14
H 0.51155 0.59301 1.08426 0.16
H -1.87944 4.35551 4.94078 0.15
C 1.18131 -2.53056 -9.63945 -0.02
C 2.07815 -1.34249 -10.07098 -0.43
C 1.47775 0.06996 -10.01785 -0.31
F 0.38890 0.22952 -10.78365 0.10
F 2.38996 0.97336 -10.46297 0.08
F 2.58599 -1.60502 -11.29581 0.13
F 3.14000 -1.33697 -9.21663 0.11
O 0.50329 -3.29897 -10.65687 0.04
C -0.71678 -2.86777 -11.19398 -0.53
C -0.61209 -2.47365 -12.67473 -0.29
F 0.33883 -1.55154 -12.89686 0.10
F -1.78424 -1.94671 -13.10401 0.09
F -1.24061 -1.90116 -10.42306 0.14
F -1.56090 -3.91302 -11.09833 0.15
H 1.86394 -3.25743 -9.19496 0.15
H 0.50341 -2.25556 -8.83081 0.13
H 1.21811 0.33853 -8.98994 0.17
H -0.37704 -3.34798 -13.28592 0.17
C -4.96538 5.10063 8.14397 -0.03
C -4.09772 5.47741 6.91707 -0.43
C -3.76173 6.96072 6.70643 -0.30
F -4.83590 7.74661 6.56124 0.11
F -3.02808 7.10408 5.57344 0.09
F -4.65644 4.94364 5.80888 0.13
F -2.90464 4.83513 7.08597 0.09
O -6.38337 4.90288 7.96520 0.03
C -7.26824 5.99193 7.96201 -0.52
C -7.92553 6.22626 6.59368 -0.29
F -7.02420 6.36317 5.60804 0.10
F -8.66389 7.35913 6.61846 0.10
F -6.65244 7.08017 8.44959 0.15
F -8.23726 5.69011 8.84723 0.15
H -4.61418 4.11271 8.44700 0.15
H -4.75810 5.74436 8.99956 0.14
H -3.16527 7.34230 7.54042 0.17
H -8.57761 5.38872 6.33512 0.18
C 1.52232 5.51111 10.45447 -0.03
C 2.03799 4.05053 10.50834 -0.44
C 1.55864 3.07605 9.42128 -0.31
F 0.22790 2.91867 9.38163 0.10
F 2.08081 1.84626 9.64984 0.10
F 1.80210 3.55531 11.74287 0.13
F 3.39320 4.12258 10.38412 0.10
O 0.40475 5.90258 11.28149 0.03
C -0.91162 5.67003 10.86135 -0.53
C -1.64586 4.63596 11.72836 -0.29
F -0.98172 3.47451 11.81622 0.11
F -2.85736 4.36199 11.19105 0.09
F -0.92533 5.37156 9.55298 0.14
F -1.55790 6.84824 10.97634 0.14
H 2.34141 6.11308 10.85111 0.15
H 1.39269 5.85615 9.42812 0.14
H 1.89678 3.40337 8.43368 0.17
H -1.78753 5.01441 12.74337 0.18
```

Its total charge is -1. As for the total energy: -7290.544417 hartree. As for the multiplicity: 1. For the orbital gap, the calculation gives 8.2010 eV. The value obtained for the largest force on an atom is 0.1565 hartree/bohr.

=====

(2)
This record from the OMol25 dataset describes the molecule C3H3NO2 at a distorted geometry. The level of theory is the ωB97M-V functional and the def2-TZVPD basis.

Structure (XYZ):
```
9
Properties=species:S:1:pos:R:3:lowdin_charge:R:1
C 1.45647 0.02658 -0.00548 -0.02
C 0.05540 -0.51963 -0.12196 -0.46
O -0.33150 -1.58862 -0.39180 0.14
N -1.03213 0.59597 -0.06404 0.17
C -2.23717 0.51888 0.08587 -0.35
O -3.37149 0.64116 0.12440 0.20
H 1.63593 1.13193 -0.13226 0.09
H 2.20992 -0.69147 -0.58879 0.13
H 1.61457 -0.11481 1.09406 0.09
```

Its total charge is 0. As for the SMILES: CC(=O)N=C=O. The relative energy (zero: lowest compared OMol25 entry of this formula, charge and spin) is 0.998 eV. As for the total energy: -321.340958 hartree. As for the multiplicity: 1. For the orbital gap, the calculation gives 11.2311 eV. The value obtained for the largest force on an atom is 0.0833 hartree/bohr.

=====

(3)
This record from the OMol25 dataset describes a structure of composition C20H18F6N4O6PPbS2Se2. The level of theory is the ωB97M-V functional and the def2-TZVPD basis.

Structure (XYZ):
```
60
Properties=species:S:1:pos:R:3:lowdin_charge:R:1
Pb -1.93426 1.22768 -1.17672 1.23
O -3.01943 1.37192 -5.27988 0.11
C -2.68349 1.07775 -4.16006 -0.59
O -2.28217 1.90191 -3.22928 -0.26
C -2.70326 -0.39575 -3.75861 -0.19
C -2.97876 -1.36911 -4.70148 0.03
C -2.94371 -2.69856 -4.31745 -0.01
C -2.63532 -3.01350 -2.99985 -0.03
C -2.38056 -1.98896 -2.11318 -0.12
N -2.41832 -0.70550 -2.49194 -0.05
H -3.20736 -1.05238 -5.70941 0.13
H -3.14640 -3.48261 -5.03475 0.12
H -2.58923 -4.03977 -2.66223 0.12
H -2.12344 -2.18327 -1.07849 0.10
F -1.55147 0.99367 5.37671 0.18
C -0.73768 1.63174 4.56654 -0.67
F -0.70771 2.91407 4.86496 0.18
F 0.48594 1.12735 4.63880 0.12
S -1.39163 1.48625 2.79719 0.66
O -0.12431 1.13206 1.98808 -0.68
O -1.80202 2.78257 2.38804 -0.23
N -2.53171 0.43691 2.74107 -0.27
S -2.04347 -1.11070 2.69890 0.60
O -1.00946 -1.33712 3.67387 -0.31
O -1.84248 -1.53576 1.34335 -0.30
C -3.56389 -1.96215 3.31540 -0.70
F -4.60407 -1.56346 2.58688 0.14
F -3.39577 -3.26125 3.17739 0.18
F -3.75946 -1.64876 4.58161 0.18
Se 1.30283 -0.12445 2.03765 1.03
P 2.09773 0.38965 -0.04871 0.40
Se 0.81075 0.30386 -1.75127 0.35
C 3.03519 1.92740 0.07878 -0.39
C 3.25603 2.65335 -1.09058 -0.10
C 4.05442 3.78614 -1.04971 -0.05
C 4.62295 4.19278 0.14888 -0.05
C 4.39086 3.47411 1.31423 -0.06
C 3.59807 2.33896 1.28589 -0.10
C 3.27766 -0.98223 -0.06638 -0.41
C 3.55831 -1.67125 -1.23946 -0.09
C 4.48736 -2.70098 -1.21890 -0.05
C 5.13653 -3.03702 -0.03944 -0.05
C 4.85404 -2.35714 1.13665 -0.05
C 3.92747 -1.32854 1.12476 -0.14
H 2.80687 2.33285 -2.02137 0.07
H 4.22902 4.34980 -1.95668 0.12
H 5.24949 5.07485 0.17747 0.12
H 4.82746 3.80053 2.24933 0.11
H 3.41449 1.78504 2.19632 0.07
H 3.04597 -1.41151 -2.15590 0.07
H 4.69825 -3.24632 -2.12908 0.12
H 5.87176 -3.83131 -0.03489 0.12
H 5.36099 -2.61974 2.05576 0.12
H 3.73292 -0.77783 2.04019 0.06
N -5.14262 -0.22494 -0.70790 -0.03
N -4.57201 1.08214 -0.68913 -0.15
H -6.04391 -0.23944 -0.24671 0.08
H -4.52432 -0.85392 -0.21747 0.05
H -4.70080 1.55769 0.20100 0.08
H -5.03882 1.62218 -1.40879 0.09
```

Its total charge is +1. The relative energy (zero: lowest compared OMol25 entry of this formula, charge and spin) is 1.968 eV. As for the total energy: -8175.809349 hartree. As for the multiplicity: 1. For the orbital gap, the calculation gives 7.4236 eV. The value obtained for the largest force on an atom is 0.0140 hartree/bohr.

=====

(4)
This record from the OMol25 dataset describes a cluster of 2 separate species, C8H19NO in total at a distorted geometry. The level of theory is the ωB97M-V functional and the def2-TZVPD basis.

Structure (XYZ):
```
29
Properties=species:S:1:pos:R:3:lowdin_charge:R:1
C 2.28651 -1.72193 1.51822 -0.11
C 2.09908 -1.39347 0.08179 -0.33
N 0.83841 -1.25698 -0.50244 -0.11
C -0.32304 -2.05903 -0.05684 -0.02
C 0.44876 -0.25578 -1.52934 -0.49
C 1.65568 0.49293 -1.87149 -0.01
O -0.64797 -0.13241 -1.92042 0.11
H 1.70860 -2.38301 2.00238 0.01
H 2.30104 -0.74528 1.83142 0.05
H 3.25094 -2.45028 1.58067 0.15
H 2.86185 -0.54112 0.09588 0.13
H 2.76479 -2.26277 -0.32625 0.13
H 0.03287 -2.86517 0.61441 0.08
H -1.06294 -1.26000 0.65368 0.16
H -0.63391 -2.49195 -0.87840 0.02
H 1.53962 0.86090 -2.92941 0.12
H 1.97694 1.31823 -1.43460 0.03
H 2.62752 -0.00464 -1.67798 0.08
C -0.98813 2.15098 0.93316 -0.10
C -2.27122 2.07529 -0.04882 -0.32
C -3.23633 1.01878 0.37288 -0.17
H -0.42169 2.94843 0.37274 0.07
H -0.42944 1.19388 0.80422 0.05
H -1.18247 2.58979 1.87999 0.04
H -2.72909 3.09653 -0.10125 0.10
H -1.92131 1.78811 -1.15359 0.12
H -2.91867 0.02269 0.28857 0.02
H -3.40817 1.09549 1.52139 0.10
H -4.21823 1.17179 -0.12058 0.08
```

Its total charge is 0. As for the SMILES: CCN(C)C(C)=O.CCC. The relative energy (zero: lowest compared OMol25 entry of this formula, charge and spin) is 5.080 eV. As for the total energy: -446.046031 hartree. As for the multiplicity: 1. For the orbital gap, the calculation gives 9.5193 eV. The value obtained for the largest force on an atom is 0.1517 hartree/bohr.